A structure of composition C27H40CeN3O2P3 in a non-equilibrium geometry. Source: the Open Molecules 2025 dataset; level of theory: ωB97M-V with the def2-TZVPD basis set.

Results
Frontier orbital gap, eV: 2.8
Strongest force on any atom, hartree/bohr: 0.2031
DFT total energy, eV: -77964.42000
Net charge: +4
E_LUMO, Ha: -0.566
Spin multiplicity: 1

Atoms and positions in Å:
P 2.686 -0.705 0.014
C 3.452 -0.969 1.674
H 4.550 -1.003 1.564
H 3.150 -1.926 2.121
H 3.226 -0.174 2.398
C 3.395 -2.226 -0.719
H 3.416 -2.221 -1.818
H 2.848 -3.132 -0.397
H 4.441 -2.344 -0.385
C 3.853 0.628 -0.493
H 4.881 0.229 -0.480
H 3.827 1.480 0.208
H 3.670 1.037 -1.498
P -0.731 2.634 -0.465
C -0.800 3.738 1.012
H -1.320 4.675 0.741
H 0.201 4.023 1.364
H -1.345 3.306 1.863
C 0.196 3.834 -1.499
H 0.125 3.638 -2.578
H 1.268 3.865 -1.231
H -0.208 4.849 -1.336
C -2.492 2.890 -0.946
H -2.664 3.965 -1.127
H -3.182 2.582 -0.142
H -2.800 2.350 -1.855
P -1.948 -1.977 0.015
C -2.792 -2.283 1.628
H -3.363 -3.226 1.564
H -3.511 -1.492 1.877
H -2.103 -2.388 2.475
C -3.498 -1.952 -0.962
H -4.177 -2.743 -0.599
H -3.347 -2.136 -2.035
H -4.034 -0.991 -0.858
C -1.325 -3.702 -0.167
H -2.183 -4.395 -0.175
H -0.682 -3.995 0.681
H -0.743 -3.884 -1.084
Ce 0.009 -0.031 -0.071
C 1.130 1.332 1.309
O 1.727 2.006 2.074
C -1.646 0.589 1.311
O -2.487 0.912 2.076
C -1.288 -0.327 -3.358
C -0.632 -1.544 -3.303
C 0.759 -1.595 -3.147
C 1.487 -0.439 -3.362
C 0.847 0.806 -3.416
C -0.528 0.831 -3.570
H -2.348 -0.272 -3.482
H -1.159 -2.448 -3.439
H 1.232 -2.552 -3.107
H 2.525 -0.480 -3.548
H 1.441 1.679 -3.578
H -1.019 1.702 -3.906
N -0.103 1.382 10.827
C -0.109 1.066 9.729
C -0.080 0.644 8.339
C -1.150 0.891 7.469
C -1.095 0.424 6.152
C 0.004 -0.334 5.750
C 1.083 -0.539 6.589
C 1.047 -0.037 7.883
N 0.114 -0.890 4.442
C 0.490 -2.205 4.037
C 0.526 -2.222 2.703
N 0.209 -0.935 2.234
C -0.026 -0.175 3.287
H -2.026 1.442 7.830
H -1.938 0.623 5.483
H 1.962 -1.067 6.223
H 1.911 -0.208 8.523
H 0.659 -2.970 4.736
H 0.752 -3.026 2.024
H -0.258 0.855 3.353

Löwdin atomic charge list, values in e, 8 entries:
1 P 0.793
2 C -0.217
3 H 0.090
4 H 0.059
5 H 0.057
6 C -0.199
7 H 0.057
8 H 0.074

A cluster of 9 separate species, C27H40FN10O22PS in total in a non-equilibrium geometry. Source: the Open Molecules 2025 dataset; level of theory: ωB97M-V with the def2-TZVPD basis set.

Results
Frontier orbital gap, eV: 7.6
Strongest force on any atom, hartree/bohr: 0.0525
SMILES: O=CCc1c(CCC(=O)Nc2ccccc2)cc(F)c2c1C(=O)N(P(O)(O)=S)C2=O.C[N+](=O)[O-].C[N+](=O)[O-].C[N+](=O)[O-].C[N+](=O)[O-].C[N+](=O)[O-].C[N+](=O)[O-].C[N+](=O)[O-].C[N+](=O)[O-]
DFT total energy, eV: -111415.13602
E_LUMO, Ha: -0.022
Spin multiplicity: 1

Atoms and positions in Å:
O -1.142 0.233 0.410
C -0.777 -0.541 1.257
C 0.270 -1.639 1.016
C 0.709 -1.768 -0.434
C 0.449 -2.926 -1.179
C -0.265 -4.149 -0.633
C -1.771 -4.241 -1.031
C -2.442 -2.900 -1.273
O -2.536 -2.045 -0.429
N -3.038 -2.675 -2.603
C -3.029 -1.281 -2.960
C -1.838 -0.581 -3.005
C -1.741 0.740 -3.375
C -2.919 1.417 -3.694
C -4.103 0.723 -3.651
C -4.194 -0.609 -3.288
C 0.886 -3.005 -2.497
C 1.565 -1.964 -3.075
F 1.981 -2.013 -4.342
C 1.824 -0.834 -2.348
C 1.383 -0.724 -1.029
C 1.786 0.641 -0.481
O 1.499 1.078 0.597
N 2.598 1.200 -1.513
P 2.427 2.870 -1.921
O 3.883 3.267 -2.526
O 1.405 3.024 -3.174
S 2.023 4.045 -0.472
C 2.566 0.424 -2.729
O 3.061 0.727 -3.781
H -1.199 -0.485 2.289
H 1.164 -1.415 1.620
H -0.115 -2.602 1.367
H 0.229 -5.026 -1.072
H -0.164 -4.276 0.454
H -1.946 -4.908 -1.881
H -2.300 -4.697 -0.187
H -4.025 -2.894 -2.459
H -0.926 -1.107 -2.731
H -0.771 1.230 -3.413
H -2.831 2.469 -3.957
H -5.017 1.255 -3.916
H -5.145 -1.140 -3.248
H 0.688 -3.899 -3.084
H 3.799 4.088 -3.030
H 1.941 2.972 -3.982
C -3.647 6.352 -5.264
N -3.563 4.917 -4.885
O -3.082 4.649 -3.801
O -3.982 4.110 -5.686
H -3.238 6.947 -4.456
H -3.070 6.486 -6.174
H -4.694 6.588 -5.425
C -3.080 -5.104 3.228
N -1.658 -5.353 2.866
O -0.942 -5.829 3.710
O -1.316 -5.053 1.732
H -3.232 -5.417 4.256
H -3.265 -4.040 3.112
H -3.696 -5.686 2.548
C -0.566 4.599 3.105
N 0.213 5.869 3.099
O 0.062 6.632 4.037
O 0.943 6.049 2.156
H -1.174 4.570 4.002
H -1.186 4.592 2.214
H 0.147 3.779 3.090
C 1.087 6.472 7.196
N 1.768 6.111 8.469
O 1.211 5.319 9.200
O 2.837 6.639 8.687
H 0.151 5.929 7.137
H 0.913 7.544 7.209
H 1.748 6.194 6.380
C 4.596 -3.715 -1.222
N 3.957 -5.016 -0.886
O 4.485 -5.703 -0.036
O 2.945 -5.297 -1.490
H 5.482 -3.593 -0.610
H 4.855 -3.738 -2.277
H 3.872 -2.932 -1.012
C -0.562 -7.492 7.549
N -1.659 -6.555 7.187
O -1.839 -5.594 7.903
O -2.298 -6.822 6.192
H -0.082 -7.130 8.451
H -1.008 -8.469 7.711
H 0.136 -7.512 6.718
C -4.203 7.855 -0.806
N -4.577 7.950 -2.242
O -3.847 8.585 -2.975
O -5.591 7.382 -2.584
H -3.282 8.405 -0.651
H -5.015 8.285 -0.227
H -4.070 6.802 -0.574
C 8.784 -4.063 -1.889
N 7.687 -3.141 -2.290
O 7.473 -2.184 -1.574
O 7.085 -3.416 -3.308
H 9.226 -3.695 -0.971
H 8.346 -5.047 -1.743
H 9.512 -4.074 -2.695

Löwdin atomic charge list, values in e, 8 entries:
1 O 0.057
2 C -0.243
3 C -0.064
4 C -0.101
5 C -0.146
6 C -0.111
7 C -0.075
8 C -0.388

A structure of composition C27H40KN5OS2Sb in a non-equilibrium geometry. Source: the Open Molecules 2025 dataset; level of theory: ωB97M-V with the def2-TZVPD basis set.

Results
Frontier orbital gap, eV: 5.0
Strongest force on any atom, hartree/bohr: 0.0815
DFT total energy, eV: -82676.93801
Net charge: -1
E_LUMO, Ha: 0.072
Spin multiplicity: 1

Atoms and positions in Å:
K -14.648 -4.713 8.350
N -14.630 -9.091 9.242
C -14.530 -7.930 9.909
S -13.118 -7.002 9.635
N -15.652 -7.501 10.504
N -15.628 -6.131 10.768
C -16.610 -5.690 11.540
C -16.845 -4.294 11.945
C -17.226 -4.109 13.253
C -17.507 -2.886 13.801
C -17.189 -1.758 12.925
C -16.740 -1.848 11.638
C -16.728 -3.219 11.029
O -16.510 -3.372 9.809
H -13.753 -9.480 8.930
H -15.201 -9.824 9.640
H -17.221 -6.508 12.038
H -17.460 -5.033 13.788
H -17.813 -2.617 14.803
H -17.349 -0.808 13.412
H -16.527 -0.950 11.049
C -20.539 -11.415 7.832
C -19.467 -10.502 8.260
C -18.897 -10.652 9.682
C -18.312 -10.405 7.254
Sb -20.288 -8.304 8.190
C -20.296 -7.214 6.117
C -20.724 -8.287 5.033
C -18.887 -6.648 6.065
C -21.483 -6.232 6.146
C -21.682 -7.615 9.902
C -21.498 -8.579 11.058
C -21.335 -6.149 10.284
C -23.086 -7.720 9.364
H -21.352 -10.880 7.266
H -21.138 -11.898 8.600
H -20.194 -12.220 7.133
H -18.706 -11.728 9.714
H -19.628 -10.487 10.554
H -17.920 -10.119 9.829
H -17.948 -11.467 7.274
H -17.481 -9.760 7.685
H -18.695 -10.077 6.292
H -19.866 -8.910 4.672
H -21.007 -7.743 4.067
H -21.561 -8.830 5.355
H -18.869 -5.783 6.730
H -18.621 -6.351 5.040
H -18.154 -7.299 6.458
H -22.439 -6.718 6.237
H -21.393 -5.614 5.259
H -21.403 -5.549 6.974
H -20.472 -8.959 11.226
H -22.124 -9.491 11.051
H -21.822 -8.150 12.008
H -20.262 -6.078 10.463
H -21.968 -5.874 11.167
H -21.677 -5.506 9.426
H -23.349 -8.320 8.454
H -23.519 -6.746 9.045
H -23.721 -8.055 10.272
N -11.485 -4.063 10.460
C -11.822 -2.939 9.784
N -12.959 -2.688 9.171
C -12.966 -1.391 8.679
C -13.932 -0.799 7.934
C -13.738 0.517 7.487
C -12.593 1.244 7.831
C -11.515 0.619 8.507
C -11.790 -0.670 9.033
S -10.634 -1.629 9.891
H -12.048 -4.900 10.383
H -10.532 -4.272 10.498
H -14.836 -1.279 7.676
H -14.466 0.943 6.792
H -12.452 2.257 7.447
H -10.534 1.128 8.663

Löwdin atomic charge list, values in e, 8 entries:
1 K 0.652
2 N 0.010
3 C -0.994
4 S 0.406
5 N -0.062
6 N -0.084
7 C -0.107
8 C -0.201

A structure of composition C27H41BBr39ClN3O4 in a non-equilibrium geometry. Source: the Open Molecules 2025 dataset; level of theory: ωB97M-V with the def2-TZVPD basis set.

Results
Frontier orbital gap, eV: 8.6
Strongest force on any atom, hartree/bohr: 0.0488
DFT total energy, eV: -2786173.06720
Net charge: +1
E_LUMO, Ha: -0.099
Spin multiplicity: 1

Atoms and positions in Å:
C 2.377 -3.062 2.566
C 1.892 -2.283 1.338
C 0.520 -1.643 1.544
Cl 0.584 -0.511 2.937
N -0.032 -0.925 0.394
C -0.336 -1.729 -0.707
N -1.443 -2.426 -0.805
C -1.655 -3.325 -1.968
C -0.704 -4.528 -1.987
C -1.181 -5.602 -2.977
O -1.452 -5.091 -4.266
C -0.279 -4.689 -4.961
B -2.510 -2.327 0.287
C -2.726 -3.447 1.349
O -3.327 -1.237 0.276
N 0.677 -1.684 -1.637
C 1.011 -0.206 -1.636
C 0.719 0.241 -0.155
C -0.144 1.510 -0.193
C -0.021 2.403 1.057
C -1.050 2.205 2.159
O -1.028 2.875 3.186
O -2.021 1.266 1.915
H 2.887 -2.419 3.288
H 1.541 -3.580 3.047
H 3.090 -3.834 2.256
H 2.627 -1.530 1.026
H 1.799 -2.981 0.491
H -0.188 -2.424 1.849
H -2.684 -3.700 -1.898
H -1.597 -2.720 -2.880
H 0.330 -4.257 -2.231
H -0.687 -4.962 -0.977
H -2.073 -6.111 -2.600
H -0.390 -6.359 -3.058
H -0.080 -3.622 -4.810
H 0.602 -5.262 -4.639
H -0.436 -4.869 -6.029
H -1.966 -4.230 1.379
H -3.721 -3.882 1.185
H -2.784 -2.971 2.339
H -3.347 -0.769 -0.566
H 0.392 -1.899 -2.595
H 0.317 0.310 -2.308
H 2.053 -0.112 -1.947
H 1.661 0.407 0.374
H 0.203 2.107 -1.044
H -1.191 1.238 -0.362
H 0.953 2.219 1.519
H -0.099 3.454 0.762
H -2.035 0.633 2.643
C 3.265 5.067 0.294
Br 3.364 3.571 1.494
Br 2.806 4.494 -1.488
Br 2.025 6.367 0.963
H 4.241 5.528 0.247
C -0.374 4.316 6.532
Br 0.884 4.730 5.138
Br 0.190 2.798 7.580
Br -0.752 5.832 7.646
H -1.302 4.036 6.052
C 4.001 2.447 7.375
Br 4.513 4.090 6.519
Br 3.418 1.147 6.081
Br 5.403 1.754 8.491
H 3.154 2.666 8.010
C -4.246 8.113 6.574
Br -4.110 6.626 5.351
Br -4.702 7.521 8.343
Br -2.657 9.194 6.572
H -5.056 8.735 6.221
C -3.236 8.026 1.685
Br -1.555 7.223 1.198
Br -2.951 9.663 2.644
Br -4.358 8.263 0.144
H -3.738 7.340 2.353
C 4.385 -5.633 -3.531
Br 4.640 -7.099 -2.321
Br 3.651 -6.198 -5.214
Br 3.317 -4.213 -2.770
H 5.366 -5.223 -3.728
C -6.592 5.099 -1.235
Br -6.656 4.465 -3.048
Br -8.238 4.758 -0.304
Br -5.077 4.377 -0.288
H -6.461 6.172 -1.276
C -4.463 -4.982 -5.539
Br -4.581 -4.240 -3.763
Br -5.806 -6.318 -5.830
Br -4.513 -3.598 -6.871
H -3.495 -5.460 -5.601
C -6.962 9.057 -3.370
Br -5.311 8.076 -3.213
Br -8.482 7.881 -3.315
Br -7.082 10.431 -2.032
H -6.956 9.541 -4.336
C 1.031 -0.358 -5.709
Br 1.083 -0.814 -7.566
Br -0.767 -0.488 -5.003
Br 2.288 -1.412 -4.688
H 1.325 0.678 -5.615
C 8.400 -8.255 -4.195
Br 8.808 -7.413 -2.515
Br 7.160 -9.706 -3.974
Br 7.749 -6.976 -5.480
H 9.320 -8.667 -4.584
C 0.749 -9.966 -1.229
Br 2.256 -10.772 -2.100
Br 1.281 -8.439 -0.181
Br -0.632 -9.492 -2.484
H 0.333 -10.694 -0.547
C 7.473 6.463 5.987
Br 8.951 5.437 5.313
Br 8.061 8.047 6.901
Br 6.213 6.882 4.589
H 6.957 5.846 6.708

Löwdin atomic charge list, values in e, 8 entries:
1 C -0.098
2 C -0.255
3 C -0.611
4 Cl 0.767
5 N -0.016
6 C -0.276
7 N 0.140
8 C -0.124

A structure of composition C27H41BGdN8O5 in a non-equilibrium geometry. Source: the Open Molecules 2025 dataset; level of theory: ωB97M-V with the def2-TZVPD basis set.

Results
Energy above the lowest of the compared OMol25 structures with the same formula, charge and spin, kcal per mole: 0.0
Frontier orbital gap (alpha / beta), eV: 8.6 / 4.7
Strongest force on any atom, hartree/bohr: 0.0749
DFT total energy, eV: -72332.07233
Net charge: +1
E_LUMO (alpha / beta), Ha: -0.077 / -0.219
Spin multiplicity: 8

Atoms and positions in Å:
Gd 5.714 -16.778 6.381
C 3.824 -13.345 7.000
C 3.086 -14.440 6.326
C 1.743 -14.310 5.858
C 1.415 -15.588 5.317
C 0.185 -15.992 4.633
N 2.502 -16.361 5.345
N 3.535 -15.624 5.989
B 2.810 -17.889 5.109
N 3.514 -18.328 6.421
N 4.832 -19.041 6.363
C 4.904 -19.818 7.454
C 6.009 -20.777 7.770
C 3.750 -19.618 8.260
C 2.895 -18.809 7.506
C 1.569 -18.337 7.876
N 3.842 -17.976 3.916
N 4.905 -17.010 4.085
C 5.078 -16.442 2.876
C 5.825 -15.157 2.772
C 4.217 -17.011 1.940
C 3.528 -18.047 2.617
C 2.579 -19.060 2.131
H 3.118 -12.559 7.347
H 4.613 -12.996 6.287
H 4.365 -13.794 7.829
H 1.107 -13.432 5.813
H -0.298 -15.097 4.135
H -0.526 -16.508 5.378
H 0.370 -16.762 3.781
H 1.888 -18.639 4.820
H 5.647 -21.755 8.181
H 6.636 -20.331 8.555
H 6.628 -20.885 6.844
H 3.487 -20.117 9.206
H 1.364 -18.413 8.946
H 0.859 -19.014 7.384
H 1.322 -17.365 7.482
H 6.121 -14.880 3.794
H 5.096 -14.503 2.288
H 6.689 -15.184 2.117
H 4.081 -16.761 0.899
H 2.266 -18.725 1.113
H 1.629 -19.126 2.733
H 3.052 -20.056 2.014
O 7.265 -17.191 8.055
C 6.759 -16.091 8.526
O 5.497 -15.883 8.494
C 7.664 -15.031 9.042
C 6.867 -14.097 9.898
C 7.845 -13.259 10.699
C 8.416 -12.297 9.628
C 7.717 -12.760 8.354
O 6.394 -13.165 8.850
C 8.339 -14.114 8.003
C 8.297 -14.476 6.519
O 9.385 -14.173 5.838
O 7.275 -15.048 6.133
H 8.452 -15.543 9.634
H 6.077 -14.634 10.375
H 7.271 -12.779 11.526
H 8.672 -13.933 11.124
H 8.042 -11.252 9.782
H 9.510 -12.334 9.605
H 7.646 -12.069 7.516
H 9.422 -14.094 8.262
N 10.615 -16.180 4.903
C 10.645 -17.365 5.788
C 9.586 -18.370 5.380
N 8.364 -17.764 4.828
C 8.658 -16.822 3.630
C 10.181 -16.476 3.493
H 11.552 -15.762 4.797
H 9.956 -15.388 5.307
H 10.529 -17.081 6.827
H 11.606 -17.860 5.689
H 9.350 -19.049 6.169
H 10.026 -19.084 4.573
H 7.719 -18.536 4.584
H 8.082 -15.888 3.774
H 8.329 -17.293 2.684
H 10.403 -15.642 2.893
H 10.735 -17.329 3.111

Löwdin atomic charge list, values in e, 8 entries:
1 Gd 1.695
2 C -0.011
3 C -0.344
4 C 0.040
5 C -0.319
6 C -0.033
7 N 0.049
8 N -0.005